Record 1
# CH3Cl3N2

A 2-piece molecular cluster, CH3Cl3N2 overall at a distorted geometry (ωB97M-V with the def2-TZVPD basis set, the Open Molecules 2025 dataset).

```
9
Properties=species:S:1:pos:R:3
C 0.87699 -0.46202 0.07271
N -1.47659 0.07171 0.05217
N -0.33229 -0.43738 -0.47774
Cl 2.11237 -0.84178 -1.09588
Cl 1.15131 2.02043 0.47537
Cl 1.23394 -1.03650 1.63432
H -1.39740 1.17614 -0.12614
H -1.77349 -0.25305 0.96511
H -0.39485 -0.23755 -1.49993
```

The energy relative to the best compared isomer or geometry (same formula, charge and spin) comes out at 0.0 kJ/mol. As for the frontier orbital gap: 0.31005 hartree.

Results of the natural (NBO) charge analysis, in e, for atoms 1 through 4:
1 C 0.242
2 N -0.665
3 N -0.412
4 Cl 0.094


Record 2
# C4H4ClO3S

C4H4ClO3S as an isolated structure at a distorted geometry (ωB97M-V with the def2-TZVPD basis set, the Open Molecules 2025 dataset).

```
13
Properties=species:S:1:pos:R:3
C -3.92490 0.83035 0.42107
C -0.24009 -0.40944 0.56417
C 0.00394 0.55970 -0.53486
C -2.34863 0.10142 0.07912
O -4.53931 1.13891 -0.58469
O -4.11501 0.89100 1.61079
O -1.54921 -0.12059 1.11615
S -1.60030 0.80939 -1.33456
Cl -2.80072 -2.07216 -0.52838
H -0.14139 -1.45742 0.09129
H 0.34276 -0.25952 1.44682
H 0.12767 1.60933 -0.40104
H 0.79853 0.39611 -1.31096
```

The energy relative to the best compared isomer or geometry (same formula, charge and spin) comes out at 0.0 kJ/mol. As for the charge: -1. As for the frontier orbital gap: 0.27976 hartree.

Results of the natural (NBO) charge analysis, in e, for atoms 1 through 4:
1 C 0.815
2 C -0.112
3 C -0.589
4 C 0.176


Record 3
# C17H16Cl16N2O5S2

A 5-piece molecular cluster, C17H16Cl16N2O5S2 overall (ωB97M-V with the def2-TZVPD basis set, the Open Molecules 2025 dataset).

```
58
Properties=species:S:1:pos:R:3
O 2.24167 1.65075 1.10965
S 1.38072 0.52223 0.88942
O 1.72834 -0.49517 2.10156
C 1.17699 -1.81397 1.97474
C -0.10284 -1.97964 2.78949
C 0.16987 -2.39107 4.24257
C -1.05182 -2.13679 5.13058
S -1.41911 -0.39032 5.38482
C -0.33295 0.03631 6.66298
N 0.57489 0.94710 6.57506
N 1.19098 1.00607 7.82222
C 0.60030 0.12563 8.54398
O -0.37477 -0.53350 7.89529
O 2.04717 -0.31861 -0.34975
C 1.12761 -0.59011 -1.40822
O 1.94011 -1.06585 -2.43245
C 1.35973 -1.23817 -3.66316
C 2.02835 -2.09915 -4.52203
C 1.55919 -2.31737 -5.80295
C 0.40851 -1.67151 -6.24316
C -0.26970 -0.83505 -5.38004
C 0.19794 -0.60805 -4.09229
H 1.94912 -2.51574 2.29673
H 0.96806 -2.06818 0.93403
H -0.69324 -1.06374 2.73215
H -0.66469 -2.79390 2.31975
H 1.03062 -1.84719 4.63779
H 0.35303 -3.46882 4.23652
H -1.93345 -2.52729 4.61230
H -0.99080 -2.68285 6.07190
H 0.85487 -0.06011 9.57399
H 0.61136 0.33687 -1.66986
H 0.42532 -1.36804 -1.08474
H 2.92588 -2.59347 -4.17150
H 2.12090 -2.97560 -6.45267
H 0.05091 -1.82276 -7.25310
H -1.16378 -0.31644 -5.70702
H -0.35983 0.06017 -3.45054
C 5.76615 -0.50416 1.05250
Cl 7.46123 -0.75481 1.49672
Cl 4.72899 -1.41551 2.15383
Cl 5.35592 1.19922 1.17495
Cl 5.50595 -1.06641 -0.60239
C -1.69114 2.95140 -7.92659
Cl -1.64961 4.34856 -6.84887
Cl -1.24797 1.49476 -7.01815
Cl -3.31536 2.75943 -8.58908
Cl -0.54166 3.19259 -9.24336
C -4.34493 6.71189 -9.10728
Cl -4.35381 5.52648 -10.41782
Cl -5.59810 7.92171 -9.39755
Cl -4.65730 5.90185 -7.57066
Cl -2.76580 7.49973 -9.04751
C -4.06513 -0.37301 9.00732
Cl -3.40891 1.19490 8.52528
Cl -4.15868 -1.42698 7.59529
Cl -3.00789 -1.10537 10.21929
Cl -5.67741 -0.15293 9.69007
```

As for the frontier orbital gap: 0.33884 hartree.

Results of the natural (NBO) charge analysis, in e, for atoms 1 through 4:
1 O -0.906
2 S 1.747
3 O -0.707
4 C -0.080


Record 4
# C12H36O6

A 6-piece molecular cluster, C12H36O6 overall (ωB97M-V with the def2-TZVPD basis set, the Open Molecules 2025 dataset).

```
54
Properties=species:S:1:pos:R:3
C 0.77148 3.05762 2.92040
C 0.28528 2.21575 4.08197
O 1.15816 2.27027 5.20285
H 0.26555 2.82341 1.98411
H 1.83282 2.86867 2.73995
H 0.64279 4.12201 3.12992
H 0.20315 1.16645 3.80355
H -0.72627 2.53625 4.37192
H 1.38297 3.18900 5.38022
C 4.16200 0.05553 0.59472
C 3.24249 1.09634 1.21530
O 2.56837 1.86740 0.23827
H 4.86511 0.53418 -0.08695
H 3.59583 -0.69751 0.04300
H 4.74151 -0.45845 1.36739
H 3.83659 1.78430 1.82170
H 2.51808 0.60449 1.87572
H 1.70895 1.45072 0.07677
C -1.75160 -0.91387 -6.00088
C -2.68206 -0.49407 -4.88805
O -4.04230 -0.51059 -5.33200
H -1.95676 -1.93957 -6.31042
H -0.72331 -0.86793 -5.64034
H -1.87906 -0.26420 -6.86491
H -2.39408 0.50096 -4.52649
H -2.58223 -1.15543 -4.01964
H -4.47608 0.30297 -5.06712
C -2.96703 3.64368 1.65552
C -2.42040 2.49722 0.84716
O -2.04734 1.38133 1.65961
H -3.21588 4.47954 0.99799
H -2.22442 3.98816 2.37488
H -3.87444 3.36388 2.19549
H -1.50520 2.81506 0.34548
H -3.12036 2.19713 0.06183
H -2.83611 1.01244 2.06776
C -0.64218 -1.14469 -1.48259
C 0.10716 -0.82359 -0.21255
O 0.08569 0.57357 0.05078
H -0.30363 -0.48502 -2.28352
H -1.71736 -0.99837 -1.36365
H -0.46954 -2.17076 -1.81867
H 1.15631 -1.11813 -0.31065
H -0.29448 -1.38238 0.63797
H -0.54920 0.75869 0.75642
C 2.33756 -5.15307 0.16336
C 1.00906 -4.46715 0.28208
O -0.01132 -5.44562 -0.01144
H 2.44214 -5.63396 -0.80882
H 2.46332 -5.88185 0.96186
H 3.16167 -4.43674 0.22850
H 0.89652 -3.62949 -0.41383
H 0.83770 -4.07888 1.29190
H -0.86559 -5.00568 0.01619
```

The energy relative to the best compared isomer or geometry (same formula, charge and spin) comes out at 169.8 kJ/mol. As for the frontier orbital gap: 0.36495 hartree.

Results of the natural (NBO) charge analysis, in e, for atoms 1 through 4:
1 C -0.643
2 C -0.058
3 O -0.720
4 H 0.215


Record 5
# C40H40FeN4O2PS5

C40H40FeN4O2PS5 as an isolated structure (ωB97M-V with the def2-TZVPD basis set, the Open Molecules 2025 dataset).

```
93
Properties=species:S:1:pos:R:3
Fe -1.70982 1.70747 -1.65441
N -2.47719 1.35706 0.22915
S -2.41566 0.14580 1.02369
N -1.23124 -0.98184 0.72933
S 0.22390 -0.75502 1.16802
N 0.81247 0.65607 1.37786
S 1.06238 1.63427 0.04579
N 0.26552 1.57196 -1.16120
C 0.97626 3.19096 0.92308
C 1.47141 3.39559 2.20584
C 1.29585 4.63314 2.80015
C 0.61768 5.64144 2.12101
C 0.11668 5.41627 0.84937
C 0.29594 4.18278 0.23381
C 2.78424 1.32348 -0.30469
C 3.08925 1.15286 -1.64469
C 4.40156 0.85600 -1.99487
C 5.37796 0.74758 -1.01782
C 5.05542 0.92847 0.32410
C 3.75036 1.21142 0.68769
C 1.14543 -1.80243 0.08142
C 2.50256 -1.95060 0.34634
C 3.25613 -2.75346 -0.48868
C 2.64681 -3.40283 -1.55872
C 1.29482 -3.23803 -1.80823
C 0.52665 -2.41898 -0.99139
C 0.48873 -1.48238 2.76995
C 1.10067 -0.78056 3.79225
C 1.23013 -1.39280 5.03171
C 0.75797 -2.68140 5.22564
C 0.14650 -3.37299 4.18506
C 0.00416 -2.77230 2.94679
C -3.81351 -0.95093 0.89243
C -4.94044 -0.69298 1.65884
C -6.08831 -1.43821 1.43825
C -6.10567 -2.40708 0.44447
C -4.98107 -2.62855 -0.33887
C -3.82355 -1.89754 -0.12257
C -2.26228 0.45291 2.77969
C -1.85859 1.72836 3.13438
C -1.62865 2.00751 4.47534
C -1.81912 1.02152 5.43246
C -2.23619 -0.25233 5.06099
C -2.45421 -0.54609 3.72541
H 1.96639 2.59919 2.74357
H 1.67808 4.81059 3.79707
H 0.47524 6.60441 2.59429
H -0.42638 6.19163 0.32597
H -0.11900 3.98596 -0.75111
H 2.30412 1.23355 -2.38722
H 4.65178 0.71038 -3.03734
H 6.39870 0.52000 -1.29711
H 5.82054 0.84214 1.08462
H 3.48646 1.32254 1.73024
H 2.95880 -1.44580 1.18878
H 4.31571 -2.87365 -0.30707
H 3.24026 -4.03214 -2.20944
H 0.82845 -3.71471 -2.65971
H -0.51722 -2.23320 -1.20526
H 1.43992 0.23035 3.61861
H 1.69767 -0.85600 5.84646
H 0.86323 -3.15316 6.19383
H -0.22089 -4.37820 4.34203
H -0.48233 -3.28723 2.12734
H -4.92540 0.08260 2.41448
H -6.97172 -1.25235 2.03423
H -7.00569 -2.98155 0.26873
H -5.00706 -3.36256 -1.13309
H -2.95598 -2.02784 -0.75571
H -1.73192 2.47715 2.36098
H -1.30771 2.99919 4.76620
H -1.64882 1.24548 6.47781
H -2.38844 -1.01747 5.81094
H -2.77073 -1.53620 3.42246
C 1.48113 -1.63615 -6.53391
C 1.04614 -2.23260 -5.21003
O -0.14532 -1.63419 -4.71472
P 0.07256 -0.42322 -3.58463
S -2.21815 3.59081 -2.39562
S -1.93013 -0.28009 -3.01176
O 0.39262 0.90202 -4.48205
C -0.55870 1.67850 -5.24027
C -1.07113 0.95596 -6.46638
H 2.36012 -2.16223 -6.91281
H 1.72597 -0.58083 -6.41559
H 0.68127 -1.72236 -7.26997
H 1.85052 -2.12704 -4.46862
H 0.83654 -3.29997 -5.32836
H -0.01975 2.58675 -5.51297
H -1.37835 1.96613 -4.58235
H -0.25744 0.68746 -7.14151
H -1.75832 1.61400 -7.00230
H -1.60757 0.05034 -6.18593
```

The energy relative to the best compared isomer or geometry (same formula, charge and spin) comes out at 0.0 kJ/mol. As for the multiplicity: 6. As for the expectation value of S²: 8.78. As for the frontier orbital gap (spin up / spin down): 0.22927 / 0.23056 hartree.

Results of the Mulliken charge analysis, in e, for atoms 1 through 4:
1 Fe 0.007
2 N -0.979
3 S 2.132
4 N 0.104


Record 6
# C3H6N2O

One molecule with the formula C3H6N2O at a distorted geometry (ωB97M-V with the def2-TZVPD basis set, the Open Molecules 2025 dataset).

```
12
Properties=species:S:1:pos:R:3
N 1.81197 0.56099 0.03725
N 0.50144 0.27601 -0.10829
C -0.14952 -1.02607 -0.09592
C -1.51010 -0.14599 -0.00698
C -0.49051 1.07977 -0.08134
O -0.50487 2.32832 0.00634
H 2.35179 0.61611 -0.91308
H 2.33540 -0.10499 0.73209
H -0.08086 -1.72378 -0.87023
H 0.14507 -1.42069 0.97805
H -1.93048 -0.28457 1.05681
H -2.47933 -0.15512 -0.73470
```

The energy relative to the best compared isomer or geometry (same formula, charge and spin) comes out at 336.4 kJ/mol. As for the frontier orbital gap: 0.36792 hartree.

Results of the natural (NBO) charge analysis, in e, for atoms 1 through 4:
1 N -0.646
2 N -0.270
3 C -0.212
4 C -0.506